No. 1
The following is a DFT calculation (the ωB97M-V functional and the def2-TZVPD basis) of 2 unconnected molecules or ions with the total composition C3H3F3O.

XYZ file:
```
10
Properties=species:S:1:pos:R:3
C 0.9276 -1.5454 0.4720
C -0.0388 1.0995 -0.0738
C -1.3237 1.0158 -0.3755
O 0.7221 -2.3659 1.3144
F 0.9109 0.7995 -1.0365
F -1.8066 0.7846 -1.6157
F -2.2804 1.3058 0.4859
H 1.3389 -0.5558 0.4826
H 1.0482 -1.9025 -0.5680
H 0.5019 1.3643 0.9146
```

LUMO energy, eV: 0.639
Frontier orbital gap, eV: 10.70
SMILES: FC=C(F)F.C=O
E_HOMO, eV: -10.056

Atom charges from the natural (NBO) analysis, given in e for atoms 1 to 6:
1. C 0.2766
2. C 0.0236
3. C 0.6736
4. O -0.4849
5. F -0.3363
6. F -0.2927

=====

No. 2
The following is a DFT calculation (the ωB97M-V functional and the def2-TZVPD basis) of C3H3F3S in the gas phase.

XYZ file:
```
10
Properties=species:S:1:pos:R:3
C 0.5879 0.8259 1.2436
C -0.0311 -0.1247 0.2231
C 1.8622 1.2091 1.2250
F 2.7452 1.1800 0.2455
F 2.3966 1.6704 2.3054
F -0.4720 2.9108 2.4437
S -0.4352 1.2907 2.6110
H -0.8038 -0.7945 0.6284
H -0.6635 0.4833 -0.4986
H 0.7165 -0.6901 -0.3581
```

LUMO energy (spin up / spin down), eV: 0.806 / -2.339
Frontier orbital gap (spin up / spin down), eV: 7.13 / 7.73
Multiplicity: 3
E_HOMO (spin up / spin down), eV: -6.329 / -10.071

Atom charges from the natural (NBO) analysis, given in e for atoms 1 to 6:
1. C -0.4400
2. C -0.6410
3. C 0.7397
4. F -0.2903
5. F -0.2895
6. F -0.5574

=====

Listing ΔE to the lowest compared entry with this formula, charge and spin for the structures above in their given order: 66.2 0.0 kcal/mol.
Listing energy for the structures above in their given order: -13356.579 -22142.802 eV.
Listing max |F| for the structures above in their given order: 3.259 4.826 eV Å⁻¹.